# 1
Density functional theory data (wB97M-V/def2-TZVPD) for a structure of composition C2H3O2Sc in a non-equilibrium geometry.

## Properties
Net charge: +2
Orbital gap (spin up / spin down), eV: 6.61 / 6.61
M, g/mol: 104.000
Lowest unoccupied orbital energy (spin up / spin down), eV: -12.063 / -12.063
Energy above the lowest of the compared OMol25 structures with the same formula, charge and spin, kcal per mole: 0.00
F_max, eV/Å: 4.152

Element x y z (Å)
Sc1 2.0767 0.6031 0.2925
O1 1.1818 -1.1221 0.3052
O2 0.1594 1.2357 -0.1708
C1 -0.7483 0.1877 0.0451
C2 -0.1431 -1.0190 0.2029
H1 -0.7543 -1.8497 0.5772
H2 -1.5332 -0.0783 -0.7429
H3 -0.2390 2.0426 -0.5091

Atoms 1-3, force components in eV/Å:
-0.954 -2.335 0.064
1.941 3.083 0.033
1.500 -0.210 0.060

=====

# 2
Density functional theory data (wB97M-V/def2-TZVPD) for a cluster of 2 separate species, C8H13Cl4N2 in total in a non-equilibrium geometry.

## Properties
Net charge: +1
Orbital gap, eV: 8.61
M, g/mol: 279.018
Lowest unoccupied orbital energy, eV: -4.307
F_max, eV/Å: 8.423

Element x y z (Å)
Cl1 -1.5796 3.7906 0.1891
Cl2 -0.3328 6.0057 -1.2266
Cl3 1.1381 3.5290 -0.8164
Cl4 0.5835 5.2823 1.4384
N1 1.3866 -4.0462 0.1469
N2 1.1210 -1.8138 -1.1133
C1 -0.0477 4.6519 -0.1039
C2 -1.7316 0.0402 -0.0737
C3 -0.6081 -0.6606 0.8928
C4 0.4491 0.4263 1.5858
C5 -1.1505 0.6767 -1.4682
C6 0.3184 -1.8031 0.1691
C7 0.4507 -3.2069 1.0070
C8 1.7461 -3.1986 -1.0891
H1 -2.6756 -0.6537 -0.2996
H2 2.4964 -3.6491 -1.8958
H3 -2.0270 1.3507 -1.9181
H4 -0.0171 -3.5130 2.0409
H5 -2.1798 0.9554 0.5473
H6 -0.2349 1.4077 -1.3314
H7 0.0103 1.5201 1.6102
H8 0.6886 -0.0065 2.6593
H9 1.1948 -1.0268 -1.7946
H10 -0.9676 -0.1703 -2.2639
H11 1.4504 0.3478 0.9438
H12 -1.2019 -1.2160 1.7663
H13 1.7203 -5.0197 0.3976

Atoms 1-3, force components in eV/Å:
0.287 0.192 -0.038
0.089 -0.474 0.341
-0.080 0.291 0.140

=====

# 3
Density functional theory data (wB97M-V/def2-TZVPD) for the molecule C4H5N3O in a non-equilibrium geometry.

## Properties
Net charge: 0
Orbital gap, eV: 9.06
M, g/mol: 111.104
Lowest unoccupied orbital energy, eV: 0.808
Energy above the lowest of the compared OMol25 structures with the same formula, charge and spin, kcal per mole: 198.31
F_max, eV/Å: 6.484
SMILES: C#C/C(=N/O)NN=C

Element x y z (Å)
O1 0.6876 1.8105 0.0443
N1 -0.5374 1.3826 -0.0079
N2 0.3431 -0.7719 -0.2623
N3 1.6921 -0.3655 0.0097
C1 -0.7662 0.1492 -0.1466
C2 2.7665 -1.0971 0.1294
C3 -2.0833 -0.2666 -0.1232
C4 -3.1172 -0.9169 0.1318
H1 2.6197 -2.1957 -0.0203
H2 0.6806 2.8448 0.4046
H3 0.2004 -1.8253 0.2033
H4 3.6848 -0.6346 0.2339
H5 -3.9700 -1.6023 0.7003

Atoms 1-3, force components in eV/Å:
2.610 4.749 1.569
-3.463 1.539 0.062
1.888 -5.035 2.011

=====

# 4
Density functional theory data (wB97M-V/def2-TZVPD) for the molecule C17H13NO in a non-equilibrium geometry.

## Properties
Net charge: 0
Orbital gap, eV: 7.86
M, g/mol: 247.297
Lowest unoccupied orbital energy, eV: -0.882
Energy above the lowest of the compared OMol25 structures with the same formula, charge and spin, kcal per mole: 3.15
F_max, eV/Å: 4.027
SMILES: O=C1C=CC(=CCc2ccnc3ccccc23)C=C1

Element x y z (Å)
O1 1.6712 6.2749 0.7176
N1 0.0710 -3.7720 -1.7577
C1 -0.3880 -3.4755 -0.5385
C2 0.1427 -2.7758 -2.6051
C3 -0.9034 -4.3007 1.6923
C4 -0.5585 -1.0894 -1.0090
C5 0.0902 4.7670 -0.0319
C6 -1.2959 -3.0223 2.0986
C7 -0.5096 -4.5205 0.3630
C8 -0.8611 0.3818 -0.7020
C9 1.3795 5.1019 0.5725
C10 0.6317 2.3347 0.2024
C11 -0.7154 -2.1588 -0.1248
C12 0.3499 1.0138 -0.0335
C13 -1.2077 -1.9682 1.1711
C14 -0.3157 3.4259 -0.1402
C15 1.9397 2.6743 0.8193
C16 -0.1165 -1.4492 -2.2944
C17 2.3073 4.0072 0.9341
H1 3.2419 4.2609 1.3808
H2 0.4879 -2.9748 -3.6092
H3 -0.5935 5.5663 -0.2900
H4 1.1031 0.3370 0.3292
H5 -1.6642 -2.8621 3.1172
H6 -1.2517 3.1939 -0.5976
H7 -1.0526 0.9539 -1.6137
H8 -0.0593 -0.6877 -3.1241
H9 -0.2569 -5.5243 0.0031
H10 -1.7542 0.4616 -0.0458
H11 2.5578 1.9059 1.2022
H12 -0.9673 -5.1044 2.4038
H13 -1.5022 -0.9753 1.5104

Atoms 1-3, force components in eV/Å:
0.339 0.220 0.300
0.027 0.025 -1.294
0.023 0.541 0.337

=====

Number 1: E -26896.750 eV. Number 2: E -61563.795 eV. Number 3: E -10739.015 eV. Number 4: E -21376.129 eV.